Record 1
One molecule with the formula C4H9N2P, computed with ωB97M-V/def2-TZVPD.

- Molar mass: 116.10 g mol⁻¹
- Kohn-Sham gap (spin up / spin down): 6.47 / 7.30 eV
- Expectation value of S²: 2.018
- Spin multiplicity: 3
- E: -608.4648 Ha

Element x y z (Å)
P -0.781 -0.100 0.375
N -2.173 0.477 0.024
N -3.351 -0.296 -0.095
C 1.741 0.666 -0.161
C 0.350 -1.308 0.064
C 1.781 -0.874 0.036
C 0.405 1.233 0.410
H -4.168 0.433 -0.242
H 1.755 0.934 -1.216
H 0.156 2.123 -0.097
H -3.169 -0.814 -0.981
H 2.075 -1.376 -0.898
H 2.316 -1.307 0.868
H 0.042 -2.289 0.069
H 2.612 1.166 0.398
H 0.410 1.333 1.446

***

Record 2
A 2-piece molecular cluster, C6H15N3 overall, computed with ωB97M-V/def2-TZVPD.

- Molar mass: 129.21 g mol⁻¹
- Kohn-Sham gap: 9.20 eV
- SMILES: C=C(C)NN.CC(C)=N
- Spin multiplicity: 1
- E: -401.8081 Ha

Element x y z (Å)
N 1.677 -1.995 0.088
N 1.414 -0.981 -0.853
N -2.286 0.733 2.487
C 1.952 1.002 -2.120
C -1.119 0.069 0.478
C -3.700 -0.125 0.661
C -2.404 0.215 1.347
C 2.912 0.611 0.145
C 2.152 0.199 -0.870
H -4.546 -0.030 1.343
H 0.885 1.154 -2.302
H -3.860 0.544 -0.182
H -3.653 -1.144 0.273
H -1.160 -1.044 0.529
H 1.325 -1.687 0.991
H 3.402 1.567 0.115
H 3.059 0.028 1.038
H 1.219 -1.372 -1.761
H -0.294 0.557 0.991
H 2.437 1.974 -2.030
H -3.166 0.944 2.956
H 2.682 -2.161 0.180
H -1.301 0.466 -0.520
H 2.373 0.477 -2.984